20
Properties=species:S:1:pos:R:3:forces:R:3 method="wB97M-V/def2-TZVPD" largest_force_ev_per_a=3.99 homo_ev=-9.090 mol_weight_da=180.096 e_lumo_ev=0.421
P 2.555058 -0.257718 0.631224 -1.19 0.09 2.38
O 0.304437 0.585124 1.751352 0.05 -1.04 -2.05
O 3.225624 -0.919154 -0.475991 0.35 -0.61 -1.70
O -0.519388 -1.889266 1.557281 -1.59 0.85 2.03
O -1.130611 0.485250 -0.783509 -0.04 3.95 -0.55
O 2.326558 1.761504 -0.263054 -1.25 0.70 1.63
C -0.252953 -1.336787 0.304087 0.02 -1.90 1.42
C -1.376972 -0.841168 -0.573595 -2.60 -0.90 -1.68
C 0.252847 0.663736 -0.735638 1.00 -0.46 0.44
C 0.959783 2.003557 -0.598486 -1.97 3.07 0.67
C 0.619682 -0.170036 0.472261 2.37 2.26 1.06
H 0.560794 2.734123 0.193885 0.38 -1.73 -0.65
H -1.269343 -1.308856 -1.581833 -0.19 -0.34 0.56
H 0.263806 -2.125141 -0.254395 0.11 0.08 0.14
H 0.714495 0.178365 -1.616308 -0.02 -0.11 -0.06
H 1.164889 0.917442 2.040050 -0.05 0.07 0.41
H 0.889622 2.685642 -1.463458 0.26 -0.79 -0.23
H 2.710184 1.336914 -0.987486 1.46 -0.85 -2.36
H -0.830800 -1.157016 2.210855 0.98 -1.67 -1.88
H -2.505910 -0.857719 -0.340088 1.92 -0.67 0.40